(1)
The following is a DFT calculation (ωB97M-V with the def2-TZVPD basis set) of a molecular structure, C16H18F3N5O6S at a distorted geometry.

Geometry as ORCA input:
```
! wB97M-V def2-TZVPD RIJCOSX def2/J DEFGRID3
* xyz 0 1
S -0.196 1.928 -2.099
F 0.980 2.921 -4.271
F 2.149 3.111 -2.419
F 0.443 4.459 -2.806
O 2.027 1.018 3.243
O -1.526 6.163 2.311
O -1.525 2.166 -2.611
O 0.491 0.674 -2.307
O -1.931 5.986 0.166
O 1.350 3.144 3.774
N 0.457 4.089 3.304
N -1.439 5.541 1.236
N 1.319 1.978 2.974
N 0.532 -2.950 -0.351
N 0.980 -0.755 0.288
C -1.196 -1.246 -0.685
C 2.393 -0.983 0.365
C -0.096 3.537 2.199
C -1.740 -4.111 -0.116
C -0.790 4.239 1.134
C -2.197 -1.609 0.386
C 2.751 -2.443 0.569
C -0.428 -3.929 -0.910
C -2.754 -2.985 0.090
C 0.913 3.201 -2.959
C -0.249 2.347 -0.324
C 0.396 2.229 1.960
C 0.258 1.579 0.730
C 0.198 -1.651 -0.240
C -0.791 3.623 -0.120
C 1.930 -3.382 -0.269
H 0.564 0.463 0.609
H 3.795 -2.532 0.280
H 2.342 -3.391 -1.290
H 0.082 -4.908 -0.940
H -2.997 -0.864 0.348
H 2.724 -0.380 1.221
H -1.178 -0.171 -0.865
H -1.760 -1.564 1.394
H 1.951 -4.407 0.134
H -3.436 -3.282 0.891
H -0.634 -3.630 -1.948
H -1.183 4.155 -0.978
H 2.649 -2.698 1.622
H 2.929 -0.612 -0.541
H -1.427 -1.755 -1.633
H -3.385 -2.896 -0.799
H -1.460 -4.495 0.868
H -2.284 -4.922 -0.617
*
```

=====

(2)
The following is a DFT calculation (ωB97M-V with the def2-TZVPD basis set) of a molecular structure, C36H27BrClInN4O6S6 at a distorted geometry.

The value obtained for the energy above the lowest of the compared OMol25 structures with the same formula, charge and spin is 124.8 kJ/mol.

Geometry as ORCA input:
```
! wB97M-V def2-TZVPD RIJCOSX def2/J DEFGRID3
* xyz -2 1
In 0.321 -0.102 -2.465
Br 2.306 0.969 2.237
Cl -4.252 -2.754 -2.233
S 2.793 0.688 -2.005
S 3.374 -0.118 -6.186
S 4.951 -0.344 -3.862
S 1.556 -2.940 -2.236
S 6.161 -1.189 -6.463
S 0.972 1.022 -4.742
O -0.661 4.211 -2.698
O -1.778 -1.027 -2.172
O -1.092 -1.471 -4.236
O 1.013 -4.269 -2.408
O 1.569 -2.075 -3.404
O -0.600 1.765 -1.991
N 0.837 -2.087 -1.103
N -1.250 2.507 0.217
N -1.203 -1.156 0.650
N -0.257 1.988 0.909
C -0.925 3.585 7.282
C -1.814 -2.475 3.025
C 3.818 -2.457 -0.745
C 5.358 -4.214 -2.270
C 0.568 -2.733 0.128
C 2.619 0.478 -4.727
C 4.891 -0.577 -5.552
C -4.730 4.145 -1.888
C -1.973 4.167 -2.413
C -0.221 2.267 2.168
C 0.846 1.893 4.403
C 0.066 3.114 6.429
C 5.938 -3.495 -1.228
C 0.819 1.781 3.071
C 3.371 0.355 -3.614
C -2.545 3.105 -1.688
C -1.598 2.129 5.019
C -2.786 5.210 -2.850
C -0.728 -2.924 2.241
C -2.225 -0.809 1.383
C -1.923 -1.562 -3.318
C -0.249 2.393 5.271
C -2.592 2.601 5.868
C -1.666 1.987 -1.151
C -3.911 3.103 -1.454
C 4.007 -4.064 -2.548
C 1.253 -3.863 0.559
C -3.174 -2.370 -3.629
C 1.005 -4.490 1.793
C 3.253 -3.176 -1.784
C -2.265 3.337 7.000
C -0.465 -2.239 1.020
C -2.584 -1.443 2.590
C -4.151 5.200 -2.584
C 5.170 -2.625 -0.466
C 0.040 -4.043 2.636
H -0.991 2.894 2.609
H -3.631 2.379 5.645
H -4.344 2.256 -0.924
H 6.997 -3.609 -1.017
H -2.031 -2.987 3.959
H -3.445 -1.100 3.151
H 1.111 3.314 6.652
H -3.042 3.703 7.660
H -0.169 -4.533 3.582
H 3.535 -4.606 -3.361
H -3.760 -1.807 -4.345
H 1.597 -5.357 2.061
H -1.866 1.517 4.168
H -4.769 6.018 -2.940
H -5.797 4.123 -1.699
H -2.816 0.032 1.029
H 5.961 -4.881 -2.875
H -2.289 1.098 -1.024
H -2.327 6.019 -3.412
H 3.209 -1.768 -0.174
H 2.007 -4.300 -0.075
H -0.651 4.147 8.170
H -0.294 3.300 -2.525
H 5.623 -2.056 0.340
H 1.761 1.604 4.911
H -2.867 -3.303 -4.081
H -1.967 2.996 0.731
*
```

=====

(3)
The following is a DFT calculation (ωB97M-V with the def2-TZVPD basis set) of 2 unconnected molecules or ions with the total composition C3H7N2O2 at a distorted geometry.

The value obtained for the energy above the lowest of the compared OMol25 structures with the same formula, charge and spin is 660.0 kJ/mol.

Geometry as ORCA input:
```
! wB97M-V def2-TZVPD RIJCOSX def2/J DEFGRID3
* xyz 1 1
O -4.067 0.121 0.050
O 3.047 -0.401 0.350
N 0.435 -1.210 0.308
N -2.870 -0.299 0.234
C 2.563 0.681 0.106
C 1.148 0.886 -0.519
C 0.126 0.036 0.111
H 0.912 1.959 -0.575
H -0.267 -1.767 0.647
H 1.178 0.488 -1.530
H 1.473 -1.530 0.375
H -4.276 0.296 -0.854
H -2.631 -0.755 1.053
H 3.227 1.494 0.244
*
```

=====

(4)
The following is a DFT calculation (ωB97M-V with the def2-TZVPD basis set) of C5H8N2 in the gas phase.

The value obtained for the energy above the lowest of the compared OMol25 structures with the same formula, charge and spin is 287.2 kJ/mol. Its structure (SMILES) is C[C@H]1CN=C=CN1.

Geometry as ORCA input:
```
! wB97M-V def2-TZVPD RIJCOSX def2/J DEFGRID3
* xyz 0 1
N 1.510 1.549 -0.075
N 0.487 -0.887 -0.883
C -0.486 0.121 -0.405
C 2.063 0.439 -0.060
C -1.561 -0.561 0.443
C 1.758 -0.846 -0.230
C 0.147 1.292 0.444
H 0.177 0.989 1.500
H -0.464 2.197 0.355
H -2.054 -1.356 -0.122
H 0.536 -0.901 -1.896
H 2.263 -1.736 0.119
H -0.954 0.561 -1.295
H -1.099 -1.015 1.327
H -2.321 0.155 0.777
*
```

=====

(5)
The following is a DFT calculation (ωB97M-V with the def2-TZVPD basis set) of 12 unconnected molecules or ions with the total composition H24O12 at a distorted geometry.

The value obtained for the energy above the lowest of the compared OMol25 structures with the same formula, charge and spin is 389.0 kJ/mol. Its structure (SMILES) is O.O.O.O.O.O.O.O.O.O.O.O.

Geometry as ORCA input:
```
! wB97M-V def2-TZVPD RIJCOSX def2/J DEFGRID3
* xyz 0 1
O 0.727 -0.017 -2.049
O 3.813 1.503 -1.351
O 2.133 -2.807 -1.743
O -1.228 -1.461 -1.098
O -3.579 -0.466 1.529
O -0.065 0.251 -0.084
O -3.579 3.554 -0.586
O 2.118 3.071 3.647
O 1.311 -0.782 1.920
O -2.177 1.483 -2.917
O -3.285 -3.631 1.622
O 3.565 -0.984 -0.009
H -3.012 0.313 1.508
H -3.199 -1.015 2.223
H -1.233 -0.948 -1.914
H -0.173 -0.704 -0.158
H 3.857 -0.599 0.824
H 1.262 -1.731 2.082
H 1.575 -0.412 2.770
H -4.222 4.238 -0.366
H -2.095 -1.294 -0.710
H 3.126 2.138 -1.120
H 1.409 -0.297 -1.428
H 2.424 2.442 4.310
H -2.877 2.091 -3.178
H -2.925 -4.190 2.320
H -0.752 0.518 0.537
H 1.438 2.589 3.163
H 3.679 0.777 -0.732
H 1.964 -1.961 -2.172
H 1.008 0.863 -2.326
H -2.746 4.033 -0.665
H -2.593 -3.619 0.952
H 4.375 -1.070 -0.524
H -2.332 0.699 -3.457
H 2.287 -2.575 -0.820
*
```

=====

(6)
The following is a DFT calculation (ωB97M-V with the def2-TZVPD basis set) of C3H2FNO2 in the gas phase at a distorted geometry.

The value obtained for the energy above the lowest of the compared OMol25 structures with the same formula, charge and spin is 207.1 kJ/mol. Its structure (SMILES) is Oc1cnoc1F.

Geometry as ORCA input:
```
! wB97M-V def2-TZVPD RIJCOSX def2/J DEFGRID3
* xyz 0 1
F -0.468 -1.905 1.045
O 1.134 -0.218 1.420
O -1.310 -0.253 -1.338
N 1.380 1.065 0.727
C 0.587 1.046 -0.322
C 0.157 -0.757 0.665
C -0.213 -0.035 -0.440
H 0.549 1.977 -0.785
H -1.816 -0.921 -0.974
*
```

=====

(7)
The following is a DFT calculation (ωB97M-V with the def2-TZVPD basis set) of a molecular structure, C2H12CuNO at a distorted geometry.

The value obtained for the energy above the lowest of the compared OMol25 structures with the same formula, charge and spin is 174.1 kJ/mol.

Geometry as ORCA input:
```
! wB97M-V def2-TZVPD RIJCOSX def2/J DEFGRID3
* xyz -1 2
Cu -0.767 0.398 -1.045
O 0.109 -0.709 1.979
N 0.270 1.618 0.385
C 1.388 -1.345 2.173
C -1.065 0.506 -2.992
H -0.553 -1.356 1.953
H -0.270 0.730 -3.756
H 1.546 -1.602 3.233
H -1.750 -0.419 -0.294
H 1.457 -2.255 1.556
H -0.068 -1.015 -1.032
H -1.783 1.269 -2.651
H 2.167 -0.641 1.856
H -1.624 -0.403 -3.292
H -0.444 1.296 1.063
H 0.218 2.622 0.136
H 1.168 1.306 0.728
*
```

=====

Taking the records one at a time from the top gives calculated total energy values of -2043.1566 -7672.1557 -378.0025 -304.7261 -917.1772 -420.5217 -1853.6832 Ha.